Below is a structure of composition C30H52Cl2N3PYb in a non-equilibrium geometry, with properties calculated with ωB97M-V with the def2-TZVPD basis set.

```
89
Properties=species:S:1:pos:R:3
P 0.100 -0.691 -1.624
C 1.649 -0.074 -2.577
C 1.897 -0.515 -4.023
C 3.291 -0.084 -4.493
C 3.566 1.408 -4.271
C 3.185 1.892 -2.867
C 1.774 1.449 -2.462
C -1.328 0.182 -2.520
C -1.179 0.334 -4.029
C -2.480 0.855 -4.638
C -2.928 2.167 -3.987
C -2.923 2.120 -2.453
C -1.638 1.529 -1.857
C -0.069 -2.364 -2.436
C 1.120 -3.240 -2.019
C 1.046 -4.609 -2.712
C -0.287 -5.328 -2.473
C -1.496 -4.431 -2.758
C -1.401 -3.046 -2.105
H 2.422 -0.525 -1.929
H 1.157 -0.051 -4.685
H 1.788 -1.601 -4.145
H 3.397 -0.322 -5.558
H 4.043 -0.675 -3.954
H 4.629 1.612 -4.452
H 3.000 1.987 -5.013
H 3.894 1.485 -2.134
H 3.254 2.985 -2.817
H 1.574 1.770 -1.431
H 1.041 1.933 -3.124
H -2.170 -0.497 -2.312
H -3.259 0.093 -4.513
H -0.897 -0.616 -4.507
H -0.383 1.061 -4.236
H -2.339 1.000 -5.715
H -3.932 2.426 -4.344
H -2.255 2.968 -4.322
H -3.081 3.128 -2.056
H -3.768 1.505 -2.117
H -1.748 1.397 -0.769
H -0.801 2.226 -2.014
H -0.037 -2.221 -3.531
H 2.077 -2.760 -2.276
H 1.111 -3.364 -0.925
H 1.176 -4.459 -3.793
H 1.881 -5.235 -2.375
H -0.328 -5.664 -1.428
H -0.342 -6.223 -3.107
H -2.421 -4.924 -2.433
H -1.579 -4.284 -3.844
H -2.252 -2.437 -2.443
H -1.503 -3.119 -1.013
Yb -0.005 -0.240 1.883
Cl -1.914 -1.437 0.781
Cl 2.223 0.108 0.839
C -0.532 1.749 3.219
H -0.654 1.684 4.325
C -0.523 3.050 2.707
C -1.163 4.158 3.386
C -1.255 5.400 2.786
C -0.699 5.631 1.515
C -0.011 4.596 0.852
C 0.095 3.332 1.413
H -1.606 3.963 4.368
H -1.775 6.214 3.293
H 0.443 4.794 -0.122
H 0.665 2.523 0.927
H -0.802 6.606 1.039
C 2.589 -1.154 6.147
N 1.159 -1.040 6.387
C 0.710 -1.544 7.679
C 0.301 -0.960 5.312
N 0.698 -1.099 4.062
N -1.024 -0.708 5.588
C -1.412 0.121 6.722
C -1.974 -0.755 4.477
H 3.107 -1.093 7.111
H 2.930 -0.324 5.514
H 2.849 -2.109 5.656
H 0.464 -0.722 8.365
H -0.157 -2.208 7.581
H 1.536 -2.100 8.135
H 1.701 -1.301 4.027
H -2.045 0.954 6.382
H -1.988 -0.457 7.459
H -0.529 0.541 7.216
H -2.008 0.214 3.932
H -1.670 -1.548 3.773
H -2.973 -0.986 4.883
```

Properties
⟨S²⟩ = 0.79
maximum force = 1.53 eV/Å
2S+1 = 2
gap between HOMO and LUMO (alpha / beta) = 0.188 / 0.186 hartree
charge = -1
E_LUMO (alpha / beta) = 2.315 / 2.313 eV

---

Below is a structure of composition C30H52GdP2 in a non-equilibrium geometry, with properties calculated with ωB97M-V with the def2-TZVPD basis set.

```
85
Properties=species:S:1:pos:R:3
Gd 0.261 0.236 0.226
C -0.550 1.414 -1.901
C -1.495 0.340 -1.783
C -1.729 1.714 0.092
C -0.687 2.268 -0.740
C -2.232 0.528 -0.560
C 0.433 1.596 -2.996
H 0.569 0.699 -3.604
H 1.432 1.882 -2.629
H 0.110 2.402 -3.669
C 0.248 3.351 -0.337
H 1.191 3.311 -0.889
H 0.540 3.270 0.718
H -0.194 4.340 -0.484
C -2.077 2.176 1.456
H -2.713 3.068 1.433
H -1.179 2.427 2.035
H -2.587 1.408 2.042
C -3.358 -0.308 -0.091
H -4.330 0.149 -0.330
H -3.348 -0.456 0.999
H -3.358 -1.305 -0.543
C -1.752 -0.713 -2.782
H -2.601 -0.476 -3.441
H -1.982 -1.681 -2.319
H -0.887 -0.884 -3.433
C 5.406 -5.038 -1.419
C 4.911 -5.001 -2.656
C 4.200 -6.098 -3.397
C 3.587 -7.220 -2.533
C 2.579 -6.715 -1.537
C 2.781 -6.258 -0.301
C 4.083 -6.155 0.439
C 5.363 -6.165 -0.424
H 4.864 -6.568 -4.143
H 4.376 -7.844 -2.096
H 3.389 -5.634 -3.982
H 5.529 -7.159 -0.858
H 5.984 -4.184 -1.042
H 5.106 -4.124 -3.284
H 6.201 -5.990 0.271
H 4.067 -5.217 1.018
H 1.915 -6.001 0.320
H 4.174 -6.963 1.185
H 3.028 -7.867 -3.228
H 1.554 -6.803 -1.918
P 2.118 -1.343 -0.841
P -0.351 -2.053 1.475
C 2.223 -2.798 0.321
C 1.437 -2.655 1.659
H 3.302 -2.948 0.509
H 1.830 -3.660 -0.250
H 1.329 -3.631 2.167
H 1.940 -1.940 2.344
C -0.965 -1.658 3.127
H -1.994 -1.302 3.021
H -0.391 -0.829 3.552
H -0.924 -2.548 3.756
C -1.301 -3.394 0.744
H -1.089 -4.334 1.266
H -1.044 -3.476 -0.320
H -2.364 -3.132 0.800
C 3.596 -0.308 -0.599
H 3.462 0.631 -1.155
H 4.452 -0.867 -0.995
H 3.733 -0.023 0.455
C 2.015 -1.920 -2.534
H 1.024 -2.358 -2.691
H 2.810 -2.656 -2.689
H 2.103 -1.061 -3.206
C 0.583 3.854 3.976
C 1.779 2.922 3.830
C 2.998 3.649 3.280
C 2.089 2.206 5.137
C 1.396 1.953 2.850
C 1.130 1.058 2.063
H 0.838 4.632 4.704
H -0.298 3.298 4.328
H 0.339 4.326 3.012
H 3.282 4.433 3.994
H 3.838 2.954 3.152
H 2.769 4.109 2.309
H 1.214 1.653 5.498
H 2.927 1.510 5.015
H 2.360 2.968 5.879
```

Properties
⟨S²⟩ = 15.92
maximum force = 1.84 eV/Å
2S+1 = 8
gap between HOMO and LUMO (alpha / beta) = 0.269 / 0.300 hartree
charge = +1
relative energy (zero: lowest compared OMol25 entry of this formula, charge and spin) = 0.0 kJ/mol
E_LUMO (alpha / beta) = -3.018 / -2.223 eV

---

Below is a structure of composition C30H52IrP2 in a non-equilibrium geometry, with properties calculated with ωB97M-V with the def2-TZVPD basis set.

```
85
Properties=species:S:1:pos:R:3
Ir -0.395 1.776 -1.558
C 2.480 0.518 -0.785
C 1.632 1.770 -0.670
C 2.397 0.977 1.476
C 2.801 0.029 0.484
C 1.755 2.039 0.827
C 3.143 0.024 -1.995
H 2.901 0.636 -2.874
H 2.825 -1.007 -2.161
H 4.244 -0.008 -1.888
C 3.510 -1.229 0.788
H 4.059 -1.606 -0.080
H 2.792 -2.011 1.085
H 4.204 -1.131 1.638
C 2.754 0.794 2.925
H 3.836 0.597 3.038
H 2.266 -0.069 3.388
H 2.484 1.666 3.521
C 1.596 3.381 1.403
H 2.604 3.846 1.506
H 1.141 3.364 2.410
H 0.973 4.018 0.773
C 2.138 2.911 -1.502
H 2.961 3.437 -1.015
H 1.323 3.618 -1.695
H 2.515 2.558 -2.459
C -2.273 0.124 -3.250
C -1.117 0.556 -3.838
C -0.851 1.807 -4.592
C -1.240 3.170 -3.980
C -1.370 3.250 -2.498
C -2.257 2.462 -1.576
C -3.558 1.820 -1.972
C -3.559 0.872 -3.180
H -1.272 1.783 -5.620
H -2.119 3.597 -4.475
H 0.241 1.772 -4.693
H -3.661 1.482 -4.095
H -2.416 -0.974 -3.152
H -0.632 -0.270 -4.396
H -4.429 0.183 -3.116
H -3.871 1.225 -1.092
H -2.478 3.014 -0.642
H -4.281 2.642 -2.161
H -0.418 3.824 -4.311
H -1.273 4.284 -2.134
P -0.675 -2.419 -0.537
P -1.036 1.262 0.907
C -2.104 -1.276 -0.321
C -2.304 -0.118 0.728
H -2.960 -1.976 -0.184
H -2.298 -0.847 -1.306
H -3.225 0.419 0.420
H -2.492 -0.560 1.722
C -0.332 0.683 2.538
H 0.333 1.457 2.956
H 0.274 -0.228 2.341
H -1.081 0.446 3.317
C -1.782 2.845 1.594
H -2.865 2.733 1.714
H -1.587 3.667 0.895
H -1.302 3.140 2.541
C -1.099 -4.084 -0.951
H -0.335 -4.530 -1.633
H -2.066 -4.121 -1.443
H -1.126 -4.683 -0.022
C 0.384 -1.802 -1.895
H 0.436 -0.698 -1.606
H -0.135 -1.848 -2.874
H 1.390 -2.294 -1.925
C 1.453 -2.903 4.305
C 0.429 -3.377 3.273
C 0.706 -4.813 2.812
C -0.985 -3.280 3.904
C 0.505 -2.529 2.074
C 0.339 -2.176 0.899
H 1.448 -3.612 5.133
H 1.198 -1.904 4.692
H 2.459 -2.853 3.868
H 0.693 -5.503 3.660
H -0.054 -5.128 2.083
H 1.686 -4.844 2.328
H -1.117 -2.275 4.357
H -1.770 -3.441 3.137
H -1.106 -4.047 4.695
```

Properties
⟨S²⟩ = 6.03
maximum force = 4.03 eV/Å
2S+1 = 5
gap between HOMO and LUMO (alpha / beta) = 0.168 / 0.217 hartree
charge = +1
E_LUMO (alpha / beta) = -2.323 / -4.580 eV

---

Below is a cluster of 6 separate species, C30H53B2F3IN2O18S5 in total in a non-equilibrium geometry, with properties calculated with ωB97M-V with the def2-TZVPD basis set.

```
114
Properties=species:S:1:pos:R:3
C 1.378 2.998 4.985
O 2.379 1.996 5.225
B 3.064 1.607 4.103
O 4.419 1.415 4.128
C 2.229 1.340 2.739
N 1.165 0.597 2.916
N 0.423 0.370 1.837
C -0.762 -0.454 2.049
O -1.886 0.412 2.085
C -3.095 -0.224 1.936
F -3.059 -1.518 2.266
F -3.554 -0.047 0.698
F -3.964 0.369 2.766
C 0.764 0.884 0.658
I -0.522 0.508 -0.987
C 1.909 1.655 0.397
O 2.226 2.119 -0.825
B 1.786 3.443 -1.090
O 2.716 4.311 -1.577
O 0.466 3.826 -0.903
C 2.717 1.911 1.525
C 3.960 2.726 1.370
C 5.024 2.075 0.447
O 5.826 3.172 -0.043
C 5.882 3.167 -1.411
O 6.714 2.546 -1.987
H 1.124 3.471 5.935
H 1.725 3.759 4.272
H 0.449 2.580 4.573
H 4.814 2.193 4.549
H -0.641 -0.906 3.040
H -0.831 -1.276 1.332
H 2.560 5.193 -1.214
H 0.318 4.002 0.037
H 3.673 3.660 0.864
H 4.448 3.024 2.296
H 4.557 1.608 -0.427
H 5.667 1.359 0.966
H 5.120 3.729 -1.980
C -6.045 -4.769 0.045
C -5.269 -5.667 1.015
C -4.284 -6.500 0.184
S -3.901 -5.519 -1.271
O -4.409 -6.196 -2.433
O -2.532 -5.062 -1.192
C -4.996 -4.158 -0.882
H -6.610 -4.001 0.571
H -6.748 -5.372 -0.529
H -4.717 -5.046 1.725
H -5.936 -6.307 1.590
H -3.365 -6.704 0.728
H -4.732 -7.434 -0.152
H -5.413 -3.751 -1.801
H -4.409 -3.397 -0.366
C -1.254 1.740 -6.186
C -2.706 2.192 -6.382
C -3.584 1.328 -5.468
S -2.545 0.846 -4.086
O -2.353 -0.581 -4.120
O -2.990 1.518 -2.885
C -1.051 1.636 -4.678
H -0.548 2.438 -6.635
H -1.104 0.763 -6.651
H -2.802 3.242 -6.099
H -3.019 2.104 -7.421
H -4.444 1.876 -5.092
H -3.913 0.419 -5.969
H -0.184 1.039 -4.398
H -0.993 2.623 -4.217
C 9.412 6.252 3.305
C 9.142 7.199 2.129
C 8.945 6.333 0.878
S 8.305 4.755 1.453
O 9.280 3.733 1.183
O 6.925 4.610 1.039
C 8.363 5.150 3.200
H 9.353 6.769 4.262
H 10.412 5.825 3.213
H 8.235 7.775 2.325
H 9.956 7.910 1.989
H 8.233 6.775 0.186
H 9.889 6.144 0.369
H 8.616 4.258 3.770
H 7.377 5.516 3.490
C 3.580 -4.441 1.166
C 3.190 -3.901 2.547
C 3.757 -2.480 2.661
S 3.840 -1.842 0.985
O 5.217 -1.631 0.635
O 2.851 -0.787 0.820
C 3.259 -3.326 0.177
H 3.041 -5.356 0.922
H 4.649 -4.663 1.144
H 2.101 -3.872 2.632
H 3.563 -4.536 3.349
H 3.117 -1.834 3.261
H 4.766 -2.481 3.067
H 3.758 -3.439 -0.783
H 2.183 -3.226 0.030
C -9.800 -2.965 -2.907
C -11.150 -3.427 -2.345
C -10.939 -4.813 -1.724
S -9.222 -4.874 -1.203
O -8.536 -5.865 -1.992
O -9.159 -4.869 0.237
C -8.774 -3.252 -1.815
H -9.812 -1.909 -3.175
H -9.558 -3.538 -3.805
H -11.483 -2.726 -1.577
H -11.919 -3.455 -3.116
H -11.579 -4.973 -0.860
H -11.095 -5.607 -2.452
H -7.749 -3.266 -2.178
H -8.872 -2.548 -0.988
```

Properties
maximum force = 2.80 eV/Å
gap between HOMO and LUMO = 0.279 hartree
charge = +1
E_LUMO = -3.983 eV

---

Below is a structure of composition C30H53CsN8O3S, with properties calculated with ωB97M-V with the def2-TZVPD basis set.

```
96
Properties=species:S:1:pos:R:3
Cs -0.499 -0.689 -1.617
C 0.620 -0.022 4.713
C -0.567 -0.945 4.448
N -0.416 -1.745 3.247
C 0.516 -2.852 3.334
C 0.620 -3.534 1.981
N 0.981 -2.575 0.937
C 2.027 -2.973 0.004
C 3.395 -3.125 0.663
C 3.835 -1.886 1.426
N 3.936 -0.716 0.551
C 3.771 0.576 1.216
C 2.305 0.939 1.453
N 1.677 0.159 2.504
C 0.981 0.894 3.547
H 1.510 -0.597 4.983
H 0.367 0.586 5.587
H -1.453 -0.324 4.304
H -0.742 -1.562 5.346
H -1.309 -2.053 2.882
H 0.235 -3.597 4.100
H 1.496 -2.459 3.616
H -0.347 -3.987 1.734
H 1.346 -4.349 2.034
H 0.124 -2.353 0.450
H 2.129 -2.171 -0.737
H 1.787 -3.904 -0.535
H 4.123 -3.378 -0.116
H 3.390 -3.975 1.353
H 4.783 -2.090 1.946
H 3.101 -1.653 2.193
H 4.838 -0.737 0.090
H 4.209 1.336 0.562
H 4.305 0.627 2.177
H 1.778 0.820 0.495
H 2.252 2.005 1.705
H 1.078 -0.574 2.135
H 0.068 1.395 3.182
H 1.652 1.679 3.911
C -3.425 -0.057 2.780
N -2.463 0.992 2.489
C -2.684 2.144 3.340
C -2.524 1.336 1.078
C -1.419 2.285 0.645
N -1.223 2.278 -0.803
C -2.424 2.668 -1.527
C -0.111 3.144 -1.157
H -4.464 0.267 2.591
H -3.353 -0.346 3.830
H -3.220 -0.930 2.159
H -3.657 2.630 3.146
H -1.898 2.888 3.202
H -2.665 1.833 4.386
H -3.515 1.762 0.833
H -2.433 0.404 0.513
H -0.486 1.968 1.121
H -1.633 3.312 0.990
H -2.772 3.673 -1.236
H -3.230 1.956 -1.363
H -2.208 2.685 -2.596
H -0.297 4.192 -0.868
H 0.067 3.101 -2.232
H 0.796 2.804 -0.656
C 2.829 -1.873 -8.063
O 2.341 -0.576 -7.750
C 2.871 0.472 -8.414
C 3.748 0.373 -9.488
C 4.229 1.527 -10.096
C 3.852 2.781 -9.648
C 2.990 2.881 -8.563
C 2.509 1.742 -7.945
N 1.618 1.850 -6.837
C 1.820 1.465 -5.573
C 2.938 1.006 -4.921
C 4.262 0.889 -5.481
C 5.304 0.468 -4.735
C 5.100 0.125 -3.356
C 3.892 0.226 -2.763
C 2.726 0.677 -3.506
O 1.621 0.768 -2.940
H 2.333 -2.550 -7.375
H 3.910 -1.923 -7.915
H 2.579 -2.150 -9.090
H 4.054 -0.595 -9.856
H 4.909 1.432 -10.932
H 4.232 3.673 -10.125
H 2.700 3.848 -8.174
H 0.693 2.186 -7.048
H 0.936 1.554 -4.949
H 4.437 1.168 -6.509
H 6.294 0.398 -5.164
H 5.948 -0.221 -2.775
H 3.732 -0.042 -1.725
O -3.223 -1.546 -2.022
S -3.399 -2.308 -0.741
N -2.290 -2.407 0.221
```

Properties
maximum force = 0.35 eV/Å
gap between HOMO and LUMO = 0.260 hartree
charge = 0
relative energy (zero: lowest compared OMol25 entry of this formula, charge and spin) = 0.0 kJ/mol
E_LUMO = -0.508 eV

---

Which value of maximum force does entry 1 give? 1.53 eV/Å

---

Look up the charge of the fourth one. +1